No. 1
55
Properties=species:S:1:pos:R:3:mulliken_charge:R:1 method="wB97M-V/def2-TZVPD" smiles="CCCCN(CCCCOC(=O)OOC[C@@H](C)O)C(=S)SCCC" lumo_energy_ha=-0.013 max_force_ev_per_a=3.47
O 1.9703 3.7548 -0.9066 -0.3416
H 2.8917 -0.9837 0.9724 0.4249
H 0.1624 3.4561 1.0668 0.4052
H 2.0476 1.3835 2.3368 0.3234
H -0.4191 1.4605 2.7799 0.4582
C 1.3169 1.6281 1.5652 -0.0988
N -0.0594 -0.4318 2.0321 0.2805
C 2.6117 2.8615 -1.6399 0.7541
H 1.3443 3.5807 2.3897 0.3752
H 0.7831 -2.2052 -4.1153 0.2869
H 2.1901 -1.2747 2.5326 0.2767
H -3.4888 0.0336 -0.3539 0.2400
C -5.9361 0.4143 0.1619 -1.1479
H -0.7415 1.3843 1.0577 0.5086
H 4.4223 -2.4663 0.9539 0.3561
H 3.2015 3.3003 0.7803 0.3715
C 0.4332 -1.6022 -3.2822 -1.0672
O 3.7144 2.5253 -1.5380 -0.4480
C 0.6870 -1.1549 0.9965 -0.2900
C 0.1978 0.9387 -2.8721 -0.1530
H 4.0692 -4.1291 0.5040 0.3006
C -0.1233 -0.2430 -3.7749 0.3458
H 0.2726 -0.0838 -4.7769 0.3425
H 2.3385 4.8119 0.7790 0.4205
C -1.3217 -0.9625 2.2528 -0.0172
C 1.1589 3.1619 1.3963 -0.7368
O -1.5359 -0.3544 -3.9151 -0.5531
H -5.5386 -1.7334 0.3894 0.3470
H -6.8652 0.4875 0.7299 0.3625
O 1.8528 2.4344 -2.7263 -0.3449
H 2.0006 -3.5496 2.3195 0.3291
H -5.2730 -0.7243 1.8218 0.2984
C 2.3722 -3.0773 1.4105 -0.4166
H -6.1907 0.2501 -0.8853 0.3111
H 1.7472 1.2508 0.6299 0.0838
H -0.3417 -2.0950 -2.6978 0.2904
C -0.0623 1.0252 1.8412 -1.2478
H 0.8270 -0.5614 0.0955 -0.5148
O 1.6008 1.0533 -2.6400 -0.2005
C -5.1484 -0.7807 0.7393 -0.4872
H -0.1897 1.8343 -3.3577 0.4534
H -3.2274 -1.6231 0.1765 0.4330
H -0.3047 0.8951 -1.8947 -0.1774
H 1.2711 -1.4263 -2.5995 0.2547
C 3.8969 -3.3670 1.2637 -1.1413
S -1.4697 -2.4966 2.7888 -0.2253
C -3.6151 -0.6518 0.4879 -0.4761
S -2.8313 0.0045 1.9946 -0.1917
H -1.9304 -0.1860 -3.0490 0.3145
H 0.1999 -2.0737 0.6870 0.8147
H -5.3934 1.3511 0.2887 0.3166
H 1.8043 -3.5261 0.5911 0.3742
C 2.2518 3.7590 0.5047 -0.6881
C 2.1121 -1.5573 1.4789 -0.7753
H 4.2572 -3.7197 2.2287 0.2864

=====

No. 2
61
Properties=species:S:1:pos:R:3:mulliken_charge:R:1 method="wB97M-V/def2-TZVPD" lumo_energy_ha=-0.078 max_force_ev_per_a=2.01
H -1.1101 -5.8825 -1.0500 0.2466
H -1.1044 -3.6645 0.6767 0.2191
H -2.7717 3.4459 1.5531 0.3074
C 0.7034 1.3779 2.0412 -1.4278
H 0.6297 -4.0668 -3.5104 0.2785
H -2.6425 -5.0642 -1.2894 0.2195
C -0.1554 -1.5397 -0.0976 2.9292
H 1.2525 -0.9039 -2.6726 0.0580
C 1.6987 2.3529 1.4413 -0.0849
H 0.7710 -3.4718 -0.2686 1.0131
H 2.8217 2.3511 2.9731 0.2565
H -1.9570 -4.0195 -3.2132 0.2818
C -0.6839 -0.3702 -0.9742 -0.6390
H -5.1025 1.7187 1.5953 0.2768
H 1.5253 2.7732 0.4501 0.5145
H 2.0577 -2.3677 1.1997 0.4705
N -4.2097 2.0239 1.9598 -0.5963
N 0.2159 0.3882 1.0877 0.3148
N 2.7142 2.7654 2.0429 -0.4379
F 5.2944 5.9542 -0.5017 -0.3987
H 3.2174 0.1871 1.5087 0.6111
H -1.7613 0.2344 0.7140 0.0776
Al 3.8007 6.3443 0.1789 0.5392
F 3.3462 7.9069 -0.2599 -0.3897
C 0.6381 -0.8203 0.9672 -0.4108
H -0.1429 1.9513 2.4236 0.5492
C -2.9054 2.1610 -0.2214 -0.0219
H -3.6660 1.1991 2.1803 0.2229
H -0.9829 2.4391 -1.1107 0.5940
S -1.5784 -2.4146 0.6729 -0.2762
H -1.1366 -5.4520 -3.8259 0.4390
H 3.3147 -1.0003 4.1878 0.2702
C -1.8806 -5.6625 -1.7894 -0.9450
C 3.6881 -1.0717 3.1669 -0.8214
H 1.2512 -1.8935 2.6709 0.3914
C 1.7102 -1.4967 1.7521 -0.6374
O -3.2370 2.8758 -1.4187 -0.5651
H -3.3631 1.1674 -0.2837 0.6081
C -0.9168 0.6501 0.1457 -0.8569
H 1.0144 1.9887 -1.4768 0.2521
P 0.3559 0.1432 -2.4282 0.4946
H 4.7146 -1.4173 3.0766 0.2720
H 1.1801 0.8974 2.8920 0.6402
C 0.6232 -2.5922 -0.9049 -2.8403
F 2.6244 5.2285 -0.3621 -0.3558
O -0.1703 -2.9064 -2.0082 -0.1544
H 0.6232 -4.8481 -1.9161 0.4464
H 1.6227 -2.2316 -1.1802 0.4546
H -0.5647 0.0882 -3.4911 0.1021
C -1.3613 2.0774 -0.1566 -0.9845
H -1.0322 2.7889 0.5992 0.5420
H -2.3324 -6.5777 -2.1597 0.3305
H -4.2784 3.5676 0.5918 0.4242
N 1.1332 1.4947 -2.3491 -0.7775
C -1.2793 -4.8291 -2.9435 -0.5567
C 2.9458 -0.6985 2.0812 -0.7008
H -1.6867 -0.5910 -1.3423 0.8933
F 3.8961 6.2334 1.8655 -0.4028
C 0.0605 -4.1946 -2.5859 -0.6176
H -3.9058 2.3787 -1.8971 0.3545
C -3.5259 2.8943 0.9931 -0.9960

=====

No. 3
90
Properties=species:S:1:pos:R:3:mulliken_charge:R:1 method="wB97M-V/def2-TZVPD" lumo_energy_ha=-0.210 total_charge=+2 max_force_ev_per_a=8.19
C 4.1072 -1.3834 -1.0392 -0.2915
H 5.1299 -1.4108 -1.4154 0.3848
H 2.0748 4.4830 2.0108 0.3346
H 4.6130 0.6340 -0.4174 0.4978
O 2.2391 7.6742 1.6391 -0.5653
C -0.9694 6.4037 0.7587 0.0279
H 1.4736 -6.3416 1.7664 0.4454
O -3.9168 1.9992 -3.0186 -0.6919
C -0.3341 2.7096 -1.1721 0.5053
C 0.6344 2.5200 0.0168 0.2721
H -3.0903 -3.6272 1.1813 0.1553
H -2.2878 3.9864 -2.9615 0.2488
O 4.0333 -2.5329 -0.1320 -0.3517
H -4.1140 -4.5125 2.1591 0.4045
O 2.9227 -5.9973 -0.6286 -0.4218
N 2.8531 4.6362 2.6360 -0.1745
H 2.9505 0.2151 -0.2610 -0.7271
S 4.2338 -6.2658 0.3626 1.0621
H 1.4894 -2.4522 4.0970 0.1804
O 4.2805 -0.6728 1.1232 -0.5225
O -4.9228 0.0653 -2.2084 -0.3976
H -3.2258 3.2972 -4.0511 0.3762
O -6.3008 -2.8991 0.5395 -0.6216
O -1.2694 -2.6749 0.0445 -0.6259
H 3.1129 3.8829 3.2566 0.3435
C -0.1272 -1.0732 3.4432 0.2378
H -1.1103 7.7419 -1.0802 0.3133
O 2.0157 -1.9765 1.3562 -0.0727
O 0.8202 -2.7877 -2.1015 -0.7525
C -2.8004 -0.1379 -3.1602 1.0343
O 0.5381 9.0497 2.7618 -0.4856
S 3.4933 -2.0770 1.3712 0.9646
C -6.3251 -2.7331 -1.9774 0.4562
O 0.3840 1.3981 5.2958 -0.5786
H 1.7777 -4.6333 2.0695 -0.0977
H -0.1531 -1.5934 -3.9512 -0.0180
B 0.1213 0.3845 -0.8322 2.1826
H -0.9806 -1.1645 4.1152 0.3510
N -2.4887 3.9805 -3.9513 -0.2577
H 2.0711 -4.2486 -0.4217 -0.2987
O 0.8993 1.1603 0.0998 -0.8386
H -0.4893 5.6203 0.1724 -0.0404
H -3.6700 -5.0570 0.6702 0.3755
O 1.9794 -0.3812 4.4946 -0.3189
O -4.7038 -1.7999 -0.7058 -0.4754
O -7.2552 -3.5236 -2.3537 -0.5962
O 2.0233 2.0175 3.4397 -0.4405
O 3.4238 -5.7527 1.6878 -0.3270
O -5.5150 -2.2128 -2.8043 -0.6057
O -3.1875 -1.3593 -2.7057 -0.4685
O 0.2363 8.4119 0.2388 -0.3435
H -1.9124 6.0835 1.2018 0.3406
H 0.2518 -1.5318 -5.5841 0.3811
O 0.9243 -0.4843 -1.7536 -0.4329
S 0.8312 8.0485 1.7852 1.1069
C -0.9566 7.7690 -0.0014 -0.3461
H -1.2259 -2.1969 -5.0279 0.3611
C 3.9551 -0.1939 -0.1532 0.7774
H 0.9499 -5.6879 -0.4322 0.3222
O -0.8128 3.7506 -1.6139 -0.7997
O -0.4701 1.4594 -1.6242 -0.9494
H -0.3439 -1.7400 2.6086 -0.1585
O 4.2505 -2.7885 2.4278 -0.6050
H 0.2152 -2.9272 -4.8332 0.4237
C -3.9734 0.8102 -2.8032 0.2192
O -0.8411 -0.4805 -0.1084 -0.4405
C 1.0676 -1.4782 4.3448 -0.4940
H -2.7900 4.9179 -4.1764 0.4079
N -0.2447 -2.0283 -4.8581 -0.1705
H 3.5624 4.9445 1.9865 0.4087
H 3.3767 -1.5491 -1.8310 0.1051
C -0.6751 -1.6771 -0.4342 0.1771
H -1.8337 8.3469 0.2899 0.3101
O -1.8386 0.1323 -3.8841 -0.6248
B -4.5433 -1.4076 -2.1040 1.1451
H -2.6022 -5.0891 1.8816 0.3689
O 0.2010 0.2141 3.0528 -0.1561
C 1.8779 -5.2572 -0.0562 0.3766
C 0.4886 -1.7326 -1.5461 1.1259
C -5.7574 -2.5437 -0.5257 0.6247
O 1.0721 3.3747 0.8394 -0.9226
H 0.6659 -1.7263 5.3273 0.4369
C 2.0578 -5.4801 1.4430 -0.0400
O 4.4858 -7.7658 0.3281 -0.5405
H 2.6887 5.4191 3.2527 0.4005
N -3.3606 -4.5509 1.4876 -0.3181
O 5.3022 -5.3448 0.0910 -0.4566
H -1.7125 3.6855 -4.5264 0.3431
S 1.1931 1.0028 4.1119 0.8882
O -0.2178 6.7135 1.9602 -0.3416

=====

No. 4
66
Properties=species:S:1:pos:R:3:mulliken_charge:R:1 method="wB97M-V/def2-TZVPD" lumo_energy_ha=0.003 max_force_ev_per_a=3.93
O 0.7282 -3.6744 -3.8929 -0.6527
C 1.4357 0.2497 -0.6566 -0.3591
C -2.1850 -5.1550 -5.3455 -0.9836
Cl -0.5211 -7.0590 2.3341 -0.1276
H -2.6059 -4.1735 -5.5636 0.3494
Cl 1.0128 1.5765 0.4965 -0.1911
H -1.2050 2.8495 -7.2041 0.3586
H 2.0280 0.3290 5.2524 0.2709
H -1.7750 3.7394 4.4192 0.3618
H -2.8451 4.1496 -4.1674 0.3113
C 2.0890 0.4081 8.4583 0.0321
H -2.4495 4.2361 7.2849 0.3061
Cl 6.1032 2.2737 -4.0127 -0.1041
Cl 3.7911 2.8030 -5.5728 -0.0841
Cl 0.5091 -4.8958 1.1249 -0.0806
Cl 5.5684 0.7556 -6.3270 -0.0851
C -2.3573 1.3087 -5.6625 0.1674
C -2.8545 3.2679 6.9907 -0.9273
Cl 6.4025 3.4941 -6.5974 -0.1097
C -2.1886 2.7456 4.5902 -0.7692
H -2.5179 2.4469 3.5950 0.2919
O -5.5699 3.4943 5.9851 -0.5849
C 2.6322 2.2962 6.9789 -0.8881
C -0.4021 -6.2763 0.7230 0.3937
H 3.4964 2.6727 7.5262 0.3144
H 1.0615 -5.9062 -4.9636 0.3273
H -3.7609 3.2198 7.5942 0.3097
H -2.4106 3.9712 -6.9330 0.2997
Cl -2.0527 -6.1704 0.1073 -0.0774
C -1.6075 3.4637 -6.3986 -0.9909
H 3.6102 -0.1524 6.0339 0.3587
H 3.5530 0.8764 -1.1440 0.3257
C -0.4366 -3.9781 -4.2122 0.1348
C 0.0429 -6.1355 -5.2769 -0.9491
C 5.4517 2.3244 -5.6504 0.3827
Cl 0.8064 -7.2163 -0.2376 -0.1096
H 0.0050 -6.3404 -6.3468 0.3228
H 3.3050 -0.7857 -1.2830 0.2862
O -2.5811 0.5446 -4.7209 -0.6113
Cl 3.5782 -0.3110 0.9362 -0.1685
H -2.8065 2.5461 -3.4042 0.3001
C -2.2765 3.2244 -4.0728 -0.9139
H 1.8146 2.9250 7.3312 0.3312
H -2.3845 1.0255 -6.7261 0.3129
H -0.8889 4.1433 -5.9406 0.3304
H 1.8362 1.2557 9.1140 0.3318
N -0.7817 -5.0363 -4.9511 0.1027
H -4.6882 2.9438 4.1819 0.2498
H -1.2802 -3.3957 -3.8104 0.3565
H 2.6905 2.4130 5.8967 0.2922
O 2.0463 -0.7497 8.8200 -0.5688
H -1.2265 3.3681 -3.8181 0.3540
H -2.7659 -5.3935 -4.4545 0.3432
H 0.9782 -0.6771 -0.3105 0.2303
H -1.3567 2.1183 4.9104 0.2009
C 2.9815 0.0681 -0.6877 -0.4656
C -4.6098 3.1445 5.2616 0.1809
N -2.2162 2.6295 -5.3544 0.0836
H -2.3414 -5.9172 -6.1088 0.3097
N -3.2985 2.8926 5.5989 0.0523
H 0.9821 0.3032 -1.6464 0.3411
H -2.1572 2.4734 7.2566 0.3250
N 2.3269 0.8166 7.1609 0.0932
H -0.2096 -7.0724 -4.7802 0.3408
H 2.2250 -1.1814 6.1660 0.3088
C 2.5227 -0.1345 6.1059 -0.8748